No. 1
DFT (the ωB97M-V functional and the def2-TZVPD basis) results for C14H25N3O3S as an isolated structure.

```
46
Properties=species:S:1:pos:R:3:forces:R:3:lowdin_charge:R:1
C -2.48963 -3.50643 -1.12605 9.8 -3.8 3.3 -0.0351
C -2.09277 -2.23469 -0.72814 -1.8 -2.0 7.6 -0.3194
N -1.89310 -1.29995 -1.41712 2.2 7.4 -1.7 0.0668
N -1.77483 -1.26213 -2.72467 0.3 -0.6 0.0 -0.0382
C -1.59413 -0.14012 -3.48061 -2.2 4.9 9.0 -1.0136
N -1.77280 1.15249 -2.66430 0.5 -2.1 -1.1 0.0297
H -1.86590 2.14827 -3.14905 0.3 -3.6 1.5 0.1433
H -1.95837 0.90157 -1.64158 0.2 1.3 -2.1 0.0486
S -1.69078 -0.23160 -4.96412 0.4 -0.1 -8.4 0.7603
H -1.87205 -2.09846 -3.24730 0.0 -0.8 -0.7 0.1017
C -2.10992 -2.05039 1.04649 10.6 0.2 -7.5 0.0096
H -2.97527 -2.01628 1.42226 -6.7 -0.3 3.0 0.0233
H -1.33937 -2.91476 1.24448 -2.2 1.2 0.4 0.1521
C -1.24657 -0.78998 1.35653 2.9 1.0 -0.9 -0.1940
C -0.71211 -0.89310 2.82257 -6.3 5.7 -1.2 -0.0236
H -1.58068 -1.14847 3.44119 1.0 -1.2 0.3 0.1176
H 0.24630 -1.16794 2.90705 3.0 -1.9 0.7 0.0598
C -0.72652 0.80222 3.17917 -5.5 -4.8 1.7 -0.3697
C 0.56984 1.16866 3.00579 6.1 7.4 5.2 -0.3645
O 1.16424 0.94511 1.89538 2.3 -3.1 -4.8 -0.1498
C 2.59728 1.32967 1.65534 -7.2 6.7 5.7 -0.1590
C 2.99928 0.95255 0.46466 4.1 -6.5 -6.6 -0.3004
H 4.07455 0.91631 0.42373 0.8 0.1 0.3 0.1517
H 2.74770 -0.08599 0.34643 0.2 -2.0 1.0 0.1506
C 2.59408 1.24903 -0.86491 -1.9 10.3 -4.9 -0.3765
C 3.35774 1.00052 -2.21968 -1.1 3.0 3.6 -0.0461
H 3.40814 0.04207 -2.38625 -0.8 -5.5 -1.9 0.0193
H 4.34238 1.13398 -1.98408 3.0 1.2 0.4 0.0435
H 3.07415 1.66925 -3.01221 -0.4 -0.1 -0.1 0.0936
C 1.09682 1.37556 -1.23677 1.8 -8.4 9.8 -0.0599
H 0.84357 0.15291 -1.28015 0.0 2.7 -0.3 0.1429
H 0.88794 1.73806 -2.06554 -1.8 3.6 -7.4 -0.0388
H 0.47455 1.65652 -0.35596 0.4 0.4 -0.9 0.0813
H 2.90077 2.64783 -0.87735 -0.8 -3.0 0.2 0.1984
H 3.24970 1.17096 2.45746 0.6 -0.7 1.4 0.1268
H 2.28140 2.42968 1.62476 1.6 -0.4 0.3 0.1637
H 1.33867 0.82040 3.89166 -2.2 1.0 -1.3 0.1844
H 0.44282 2.61742 3.06795 0.7 -3.2 0.4 0.2069
H -1.15912 0.91925 4.21218 1.3 -0.1 -0.7 0.1690
O -1.71377 1.39055 2.40840 0.5 -0.2 -2.4 -0.0152
C -1.89471 0.72111 1.06147 7.9 -7.2 12.6 -0.3639
O -2.61061 1.17566 0.40047 -8.1 5.3 -9.4 0.2459
H -0.18851 -0.65461 0.78744 -2.7 -1.0 0.4 0.1589
H -2.70311 -4.07533 -0.29123 -0.6 -1.5 1.6 0.0620
H -3.15731 -3.55686 -1.73421 -8.2 -0.3 -7.2 -0.0157
H -1.56997 -4.10049 -1.67159 -1.9 1.3 1.2 0.1718
```
Forces are in eV/Å.

The total energy is -36356.7833 eV. Its highest occupied orbital energy is -8.56 eV. For the LUMO energy, the calculation gives 0.57 eV. The spin multiplicity is 1.

---

No. 2
DFT (the ωB97M-V functional and the def2-TZVPD basis) results for C14H25N5PdS4 as an isolated structure.

```
49
Properties=species:S:1:pos:R:3:forces:R:3:mulliken_spin:R:1
Pd 0.81750 0.05067 -0.46761 -1.6 1.4 0.9 0.6532
S -0.48421 2.17416 -0.42226 -0.7 -0.2 -0.7 0.1046
S -0.28618 -2.24876 -0.32348 -0.5 0.0 -0.5 0.0032
C -2.25552 1.81504 -0.23459 -0.1 0.2 0.6 -0.0041
C -0.50640 2.35742 -2.24261 0.1 0.6 0.5 -0.0019
C -0.93792 1.11107 -2.96400 0.5 -0.7 0.1 0.0014
N -0.07029 -0.04658 -2.55385 0.0 -0.1 -1.2 0.0935
C -0.68436 -1.35784 -2.96616 0.3 0.8 -0.1 -0.0114
C -0.15821 -2.48813 -2.13040 0.2 -0.6 0.5 0.0054
H 0.51002 2.64882 -2.53297 -0.2 0.1 0.0 -0.0015
H -1.19623 3.18760 -2.41550 0.2 0.0 -0.4 0.0004
H -0.83394 1.25081 -4.04605 -0.3 0.1 0.1 0.0001
H -1.97941 0.86383 -2.74067 0.2 0.0 0.0 -0.0001
H -0.43880 -1.55052 -4.01879 -0.2 0.0 0.1 0.0014
H -1.77342 -1.27763 -2.89192 0.2 0.1 0.0 0.0009
H 0.89727 -2.67113 -2.34490 -0.3 -0.2 0.0 -0.0006
H -0.73791 -3.38971 -2.32638 0.2 -0.1 -0.3 0.0001
C -2.10304 -2.26198 -0.27254 0.0 -0.7 0.7 0.0048
H 0.79043 0.03873 -3.11967 -0.6 0.0 0.4 -0.0080
H -2.55169 -1.93957 -1.21271 0.1 0.1 0.2 -0.0004
H -2.43980 -1.63937 0.56534 0.1 -0.3 -0.5 -0.0048
H -2.37610 -3.31336 -0.07721 -0.2 0.5 -0.1 0.0011
H -2.47336 2.01817 0.82204 -0.1 0.0 -0.3 0.0007
H -2.50947 0.77380 -0.46610 0.2 0.3 -0.1 0.0006
H -2.83193 2.51261 -0.85397 0.1 -0.2 0.2 0.0012
C 2.54412 -0.57092 -1.33843 2.7 -0.4 0.5 -0.0980
C 3.10549 -0.61379 -0.05492 0.2 -1.1 -1.8 0.2180
H 2.79881 0.32728 -1.93817 0.4 -1.1 -0.1 0.0002
H 2.31859 -1.52072 -1.81611 -0.4 0.4 -0.1 -0.0008
H 4.03450 -0.04934 0.09195 -0.9 0.5 0.5 -0.0013
H 2.91255 -1.43562 0.65606 0.3 0.2 -0.8 -0.0100
N -3.25725 -0.65570 2.37084 1.0 0.2 1.2 0.0555
C -1.99551 -0.60693 2.90816 -0.9 -0.5 -0.4 0.0544
N -0.94023 -0.14373 2.32972 0.7 0.4 0.2 -0.0293
C 0.16782 -0.26787 3.15866 -0.9 0.3 -0.7 0.0609
C -0.09593 -0.89764 4.38225 -0.1 -0.3 -0.4 0.2635
S -1.75029 -1.35839 4.47635 1.3 0.2 0.4 0.0741
C 1.39754 0.34101 2.75325 0.3 0.5 -1.1 0.0614
C 2.51103 0.51798 3.56816 0.2 -0.1 -0.3 0.2881
S 3.70130 1.48538 2.80406 -0.5 -0.2 0.7 0.0804
C 2.61781 1.68391 1.42729 -0.3 0.0 -0.5 0.0536
N 1.54436 0.92458 1.49076 -0.4 0.4 1.5 0.0271
N 2.96958 2.49082 0.39974 0.6 -0.8 1.9 0.0686
H -3.96896 -0.91057 3.05043 -0.2 0.2 -0.6 -0.0019
H -3.46649 0.07613 1.70924 -0.2 0.0 -0.1 -0.0004
H 0.66882 -1.14933 5.10790 -0.4 0.0 0.2 0.0018
H 2.61886 0.02524 4.52015 0.4 0.3 0.2 0.0035
H 3.83019 3.01155 0.54210 -0.4 0.1 -0.5 -0.0032
H 2.34629 2.67853 -0.36245 -0.1 0.0 -0.1 -0.0057
```
Forces are in eV/Å.

The total energy is -69178.3211 eV. Its highest occupied orbital energy (alpha / beta) is -13.11 / -13.14 eV. For the LUMO energy (alpha / beta), the calculation gives -6.57 / -9.30 eV. The charge is +2. The spin multiplicity is 3.

---

No. 3
DFT (the ωB97M-V functional and the def2-TZVPD basis) results for C14H26MoNO2PSi as an isolated structure.

```
46
Properties=species:S:1:pos:R:3:forces:R:3:lowdin_charge:R:1
Mo 0.05465 -0.08972 -0.09740 -1.4 -2.2 3.0 0.9987
Si 2.46552 0.36408 -0.72184 3.2 0.4 -1.6 0.4715
P -0.41929 0.42645 -2.38924 -0.5 -0.1 -3.3 0.6807
N 0.04499 -1.84124 -0.11846 0.8 1.9 -0.5 -0.0973
H 1.58955 0.41222 0.56400 -1.6 -0.7 0.7 -0.1039
C -2.22635 0.52125 -2.69807 -0.4 0.0 0.6 -0.2254
H -2.43071 0.73834 -3.75918 0.4 0.0 0.3 0.0813
H -2.67901 1.30831 -2.07724 0.0 -0.2 -0.2 0.0385
H -2.70014 -0.44900 -2.48332 0.1 0.3 0.1 0.0580
C 0.24554 1.89545 -3.23107 0.2 0.2 0.3 -0.2319
H -0.12762 1.92233 -4.26303 -0.1 -0.1 0.3 0.0781
H 1.33433 1.81010 -3.29661 -0.1 0.1 0.1 0.0384
H -0.05698 2.80475 -2.69508 0.1 -0.1 -0.2 0.0461
C 0.01910 -0.90920 -3.56303 0.2 -0.2 0.2 -0.2393
H -0.25311 -0.59460 -4.57985 0.0 0.0 0.3 0.0741
H -0.52501 -1.83016 -3.31858 0.2 0.2 0.0 0.0558
H 1.09750 -1.08797 -3.53021 -0.2 -0.1 0.0 0.0365
C 3.03828 2.15397 -0.40122 -0.8 -0.3 0.1 -0.2554
H 2.68314 2.48294 0.59197 0.5 0.0 -0.4 0.0294
H 2.59726 2.82555 -1.15833 0.6 -0.1 0.3 0.0263
H 4.14408 2.09946 -0.42941 -0.6 0.3 -0.1 0.0553
H 3.38060 -0.48768 0.10460 -0.3 -0.1 -0.4 -0.0191
H 2.70900 0.10756 -2.19227 -0.5 -0.2 0.5 -0.0302
C 0.05574 -3.20968 -0.27815 -0.3 -0.3 0.2 -0.3235
C -1.14247 -5.32248 -0.34466 -0.1 0.0 0.1 -0.0307
C -1.11213 -3.96973 -0.01907 -0.2 0.2 -0.3 0.0040
C 1.20477 -3.85300 -0.77906 0.1 0.4 -0.3 -0.0017
C 1.15816 -5.19818 -1.09397 0.2 -0.2 0.0 -0.0338
C -0.00532 -5.94934 -0.88259 -0.2 0.4 0.2 -0.0013
H -2.06035 -5.90548 -0.19107 0.5 0.4 0.0 0.1319
H -1.98922 -3.44910 0.37032 0.2 -0.3 -0.1 0.1236
H 2.08675 -3.24102 -0.96406 -0.1 -0.3 0.0 0.1195
H 2.02935 -5.68370 -1.53144 -0.1 0.2 0.2 0.1288
H -0.03339 -7.01591 -1.13416 0.0 0.5 0.1 0.1354
C -1.44229 3.74947 0.21095 0.4 -0.4 0.6 -0.5033
O -1.81098 3.46345 -0.90457 -0.1 -0.2 -0.3 0.0411
C -2.13288 3.18692 1.44175 -0.7 -0.4 -0.1 -0.0084
H -2.25200 3.89674 2.28776 0.4 -0.6 -0.5 0.1107
H -1.54477 2.27748 1.72047 0.0 0.8 0.3 0.0570
H -3.11326 2.76827 1.16917 0.2 0.4 0.0 0.0930
C -0.11429 4.43494 0.43760 -0.3 0.6 -0.3 -0.0002
H -0.05958 5.37417 -0.15225 0.0 -0.7 0.2 0.1154
H 0.64475 3.72443 0.05681 -0.1 0.5 0.3 0.0612
H 0.02078 4.68692 1.49096 0.3 -0.2 -0.2 0.0895
O 0.53091 0.09188 3.19958 -2.2 -0.7 -4.7 0.1699
C 0.11658 -0.03504 2.11954 2.3 0.9 4.4 -0.0442
```
Forces are in eV/Å.

The total energy is -39528.8447 eV. Its highest occupied orbital energy is -15.61 eV. For the LUMO energy, the calculation gives -9.09 eV. The charge is +2. The spin multiplicity is 1.

---

Short version: max |F| = 0.322 0.053 0.102 hartree/bohr, in the order given.